Record 1
The following is a DFT calculation (the ωB97M-V functional and the def2-TZVPD basis) of a gas-phase ion, C13H13N2 (charge +1) at a distorted geometry.

As for the HOMO energy (spin up / spin down): -11.71 / -11.71 eV. The calculation puts the LUMO energy (spin up / spin down) at -4.4784 / -4.4790 eV. As for the frontier orbital gap (spin up / spin down): 7.23 / 7.23 eV. The calculation puts the relative energy (zero: lowest compared OMol25 entry of this formula, charge and spin) at 5.161 eV. As for the total energy: -612.2302 Eh. As for the charge: +1. As for the SMILES: C=c1n(C)cc[n+]1=C=CC=C1C=CC=C1.

Last column: natural (NBO) charge in e.
Positions of all 28 atoms, in Å:
1 C 1.7706 -0.0259 1.7940  -0.422
2 C 1.9033 0.0247 0.4611  0.308
3 N 2.9772 -0.4869 -0.2190  -0.380
4 C 4.2086 -0.9602 0.3027  -0.412
5 C 2.8202 -0.0317 -1.5431  0.054
6 C 1.6806 0.6555 -1.6717  -0.162
7 N 1.0778 0.7230 -0.4254  -0.312
8 C 0.0752 1.4156 -0.1218  0.459
9 C -1.0208 2.0535 0.0152  -0.236
10 C -2.4222 1.6362 -0.2072  -0.181
11 C -2.8875 0.4339 -0.0166  0.013
12 C -4.2837 0.0452 -0.3755  -0.213
13 C -4.3179 -1.2573 -0.1518  -0.198
14 C -3.0983 -1.7708 0.4698  -0.147
15 C -2.2096 -0.7464 0.5310  -0.289
16 H 0.9811 0.3693 2.2886  0.218
17 H 2.5983 -0.5602 2.4159  0.238
18 H 4.3264 -0.9852 1.3397  0.233
19 H 4.4972 -1.9693 0.0307  0.225
20 H 4.9100 -0.3675 -0.2662  0.218
21 H 3.4881 -0.2479 -2.3888  0.258
22 H 1.3245 0.9943 -2.6715  0.272
23 H -0.8903 3.1951 0.0427  0.295
24 H -3.0472 2.3849 -0.4810  0.229
25 H -4.9844 0.7175 -0.8982  0.238
26 H -5.2261 -1.6684 -0.2949  0.224
27 H -2.9199 -2.8457 0.8081  0.244
28 H -1.3312 -0.7254 1.2331  0.224

Forces on the atoms, in the same order (eV/Å):
3.464 -2.153 -0.651
1.344 -0.932 3.824
-1.475 0.500 -2.627
1.322 -0.510 -2.030
0.218 -0.593 0.403
1.067 -0.201 -3.363
-0.817 0.849 -0.110
-0.290 -0.900 0.060
-0.874 2.826 -0.690
2.890 -0.419 0.971
-0.903 -1.094 0.163
1.738 1.255 -0.387
0.431 0.783 0.459
0.979 -1.056 0.169
0.238 -0.625 1.409
-2.252 1.228 1.430
-1.878 1.072 -1.292
-0.034 0.901 1.563
-0.735 -0.546 -0.410
1.002 0.336 0.827
-0.150 -0.046 0.844
-0.265 0.016 1.550
-0.020 -1.575 0.428
-1.714 2.247 -0.947
0.337 -0.648 0.558
-2.511 -2.504 -0.487
-0.413 1.817 -0.401
-0.703 -0.030 -1.262

Record 2
The following is a DFT calculation (the ωB97M-V functional and the def2-TZVPD basis) of a molecular structure, C25H29BrCoN4O2Si.

As for the HOMO energy (spin up / spin down): -10.79 / -10.79 eV. The calculation puts the LUMO energy (spin up / spin down) at -4.1794 / -4.1373 eV. As for the frontier orbital gap (spin up / spin down): 6.61 / 6.65 eV. The calculation puts the relative energy (zero: lowest compared OMol25 entry of this formula, charge and spin) at 0.000 eV. As for the total energy: -5585.6374 Eh. As for the charge: +1.

Last column: natural (NBO) charge in e.
Positions of all 63 atoms, in Å:
1 Co -0.4162 -1.4934 0.2518  1.121
2 O -1.0976 -1.8104 -4.1269  -0.689
3 C -0.6531 -0.5311 -4.2664  0.397
4 C -1.0309 0.1704 -5.4028  -0.278
5 C -0.5958 1.4710 -5.5889  -0.171
6 C 0.2107 2.0866 -4.6413  -0.242
7 C 0.5896 1.3826 -3.5098  -0.188
8 C 0.1760 0.0693 -3.3134  -0.190
9 C 0.6107 -0.7676 -2.1374  0.240
10 O -0.4914 -1.3951 -1.5209  -0.748
11 N 1.3045 0.0522 -1.1272  -0.429
12 N 1.2069 -0.4941 0.1161  -0.267
13 C 2.0069 -0.2039 1.0681  0.039
14 C 1.8093 -0.7179 2.4030  -0.137
15 Br 0.2888 -1.8815 2.5845  0.193
16 C 2.5363 -0.4565 3.4918  -0.123
17 C 3.7746 0.3369 3.5211  -0.028
18 C 4.7964 0.1432 2.5906  -0.231
19 C 5.9530 0.9038 2.6566  -0.199
20 C 6.0988 1.8612 3.6501  -0.182
21 C 5.0964 2.0425 4.5937  -0.181
22 C 3.9455 1.2753 4.5397  -0.207
23 H -1.1078 -2.0279 -3.1818  0.501
24 H -1.6713 -0.3200 -6.1234  0.233
25 H -0.8965 2.0112 -6.4768  0.224
26 H 0.5406 3.1066 -4.7816  0.223
27 H 1.2082 1.8708 -2.7672  0.207
28 H 1.2957 -1.5564 -2.4864  0.164
29 H 2.2452 0.3359 -1.3792  0.385
30 H 2.8513 0.4617 0.9140  0.234
31 H 2.1853 -0.8402 4.4439  0.240
32 H 4.7090 -0.6399 1.8471  0.214
33 H 6.7481 0.7367 1.9425  0.229
34 H 7.0025 2.4531 3.7015  0.230
35 H 5.2163 2.7767 5.3787  0.230
36 H 3.1687 1.4097 5.2825  0.222
37 C -1.9738 -4.6697 -0.2675  -0.650
38 C -2.7804 -3.4506 0.0416  0.269
39 C -4.1578 -3.4116 0.0464  -0.291
40 C -4.8075 -2.1983 0.3005  -0.096
41 C -4.1083 -1.0367 0.5450  -0.310
42 C -2.7128 -1.1348 0.5538  0.409
43 N -2.1136 -2.3240 0.3297  -0.513
44 N -1.7230 -0.2230 0.7438  -0.865
45 Si -1.8476 1.5300 0.4727  1.791
46 C -0.2062 2.2964 0.9132  -1.135
47 C -3.1232 2.1442 1.6928  -1.123
48 C -2.3574 1.9003 -1.2744  -1.148
49 H -2.6158 -5.5339 -0.4173  0.240
50 H -1.2795 -4.8883 0.5458  0.228
51 H -1.3885 -4.5117 -1.1754  0.239
52 H -4.7215 -4.3101 -0.1561  0.235
53 H -5.8894 -2.1686 0.2913  0.233
54 H -4.6084 -0.0970 0.7149  0.238
55 H 0.1599 1.9267 1.8743  0.234
56 H -0.3421 3.3759 1.0107  0.256
57 H 0.5464 2.1295 0.1423  0.236
58 H -2.8852 1.8252 2.7089  0.246
59 H -4.1373 1.8183 1.4628  0.236
60 H -3.1314 3.2373 1.6783  0.252
61 H -1.5973 1.5905 -1.9951  0.257
62 H -2.5244 2.9727 -1.3976  0.251
63 H -3.2883 1.3895 -1.5314  0.248

Forces on the atoms, in the same order (eV/Å):
-0.180 0.148 0.265
-0.013 0.034 -0.015
0.018 -0.027 0.007
0.000 0.004 -0.002
-0.003 -0.009 -0.006
0.005 0.008 0.015
0.027 -0.022 -0.021
-0.014 -0.007 -0.015
0.038 0.048 0.027
0.193 -0.019 -0.045
-0.019 0.037 -0.008
-0.194 -0.039 -0.154
0.238 0.041 0.022
-0.088 -0.142 0.160
0.006 0.031 -0.061
0.022 0.053 -0.054
-0.002 -0.014 0.007
-0.009 -0.003 0.001
-0.001 0.001 -0.002
0.002 0.001 -0.001
-0.008 0.003 -0.002
0.003 -0.002 -0.004
-0.003 -0.003 -0.001
-0.002 -0.002 0.002
0.000 0.000 0.000
0.002 0.000 0.002
-0.005 0.012 -0.001
-0.015 -0.004 -0.015
0.003 -0.015 0.006
-0.039 0.030 -0.064
-0.013 -0.008 -0.003
-0.006 0.001 -0.006
0.000 0.001 0.000
0.001 0.000 0.000
0.001 0.000 0.000
-0.001 0.001 0.002
-0.002 -0.007 -0.003
-0.028 0.042 0.016
-0.028 0.005 -0.002
0.018 -0.027 -0.008
0.020 -0.016 -0.005
-0.034 -0.100 0.030
-0.033 0.033 0.002
0.187 -0.079 -0.148
-0.073 0.012 0.068
0.011 -0.022 -0.007
-0.003 0.002 -0.018
0.045 -0.028 -0.013
0.002 0.000 -0.001
-0.001 -0.001 0.000
0.001 0.003 0.003
-0.003 0.002 0.000
-0.001 -0.004 -0.002
0.003 -0.011 0.002
0.006 0.013 -0.005
-0.001 0.002 -0.001
0.009 0.001 0.005
0.000 -0.002 0.007
0.004 0.021 0.005
0.018 -0.008 0.000
-0.049 0.018 0.043
-0.003 0.018 -0.017
-0.010 -0.003 0.010

Record 3
The following is a DFT calculation (the ωB97M-V functional and the def2-TZVPD basis) of a molecular structure, C20H23CoN5O5.

As for the HOMO energy: -10.08 eV. The calculation puts the LUMO energy at -3.1564 eV. As for the frontier orbital gap: 6.92 eV. The calculation puts the relative energy (zero: lowest compared OMol25 entry of this formula, charge and spin) at 0.154 eV. As for the total energy: -2808.5633 Eh. As for the charge: +1.

Last column: natural (NBO) charge in e.
Positions of all 54 atoms, in Å:
1 Co 0.1346 0.9433 0.5828  1.092
2 C 1.9603 1.5263 2.5834  -0.241
3 C 2.8409 0.9777 1.4747  -0.233
4 N 2.0070 0.3029 0.4357  -0.557
5 C 2.4734 0.5806 -0.9458  -0.263
6 C 1.7441 1.7842 -1.4980  0.237
7 C 2.0792 2.5131 -2.6232  -0.232
8 C 1.1567 3.4387 -3.1013  -0.111
9 C -0.0871 3.5800 -2.4987  -0.229
10 C -0.3605 2.8173 -1.3766  0.248
11 C -1.6916 2.6253 -0.6972  -0.273
12 N -1.4903 2.0211 0.6394  -0.567
13 C -1.3849 3.0306 1.7276  -0.235
14 C -0.3183 2.6151 2.7225  -0.240
15 N 0.8430 2.2061 1.9049  -0.546
16 N 0.5852 2.0185 -0.8840  -0.427
17 H 2.5247 2.2096 3.2216  0.218
18 H 1.5390 0.7278 3.1885  0.253
19 H 3.5936 0.2962 1.8703  0.237
20 H 3.3690 1.7986 0.9837  0.201
21 H 1.9802 -0.6995 0.5968  0.433
22 H 2.1891 -0.2671 -1.5703  0.261
23 H 3.5581 0.6894 -0.9906  0.225
24 H 3.0192 2.3481 -3.1307  0.245
25 H 1.3961 4.0268 -3.9770  0.244
26 H -0.8337 4.2458 -2.9080  0.247
27 H -2.2444 1.8899 -1.2874  0.279
28 H -2.2809 3.5419 -0.6433  0.226
29 H -2.2307 1.3200 0.7745  0.479
30 H -2.3482 3.1795 2.2153  0.239
31 H -1.0990 3.9821 1.2716  0.198
32 H -0.6267 1.7501 3.3041  0.255
33 H -0.0711 3.4409 3.3930  0.217
34 H 1.2099 3.0296 1.4302  0.389
35 O -2.6217 -0.3172 -0.0910  -0.690
36 C -1.6071 -0.9108 -0.4486  0.820
37 O -0.4677 -0.2972 -0.7130  -0.764
38 C -1.5866 -2.3845 -0.5985  -0.201
39 C -2.7082 -3.1045 -0.2060  -0.136
40 C -2.7350 -4.4979 -0.2572  -0.256
41 C -1.6016 -5.1166 -0.7230  0.255
42 O -1.3648 -6.4477 -0.8502  -0.465
43 C -0.0970 -6.5667 -1.4978  0.233
44 O 0.5036 -5.2710 -1.5082  -0.494
45 C -0.4783 -4.4024 -1.1208  0.288
46 C -0.4331 -3.0387 -1.0680  -0.250
47 H -3.5668 -2.5573 0.1563  0.241
48 H -3.5966 -5.0663 0.0610  0.239
49 H -0.2474 -6.9076 -2.5255  0.161
50 H 0.5320 -7.2537 -0.9353  0.177
51 H 0.4394 -2.4844 -1.3769  0.222
52 O -0.6760 -2.3423 3.0119  -0.566
53 C -0.5099 -1.2948 2.4989  0.803
54 N -0.3128 -0.2290 2.0032  -0.889

Forces on the atoms, in the same order (eV/Å):
0.002 -0.112 -0.217
0.014 -0.006 0.022
0.045 -0.025 0.004
-0.001 -0.017 -0.039
0.017 0.011 -0.012
0.033 -0.011 -0.017
-0.009 0.017 0.012
0.009 -0.007 0.016
-0.006 0.003 0.012
0.028 0.030 -0.024
-0.023 -0.022 -0.029
-0.040 0.060 0.048
-0.097 0.020 0.008
0.049 0.015 0.040
-0.037 0.043 0.031
-0.035 -0.066 0.033
-0.012 -0.004 0.009
-0.004 0.003 -0.013
0.016 0.005 -0.023
-0.015 0.009 0.006
-0.021 0.002 -0.004
-0.005 -0.019 -0.006
-0.007 -0.001 -0.009
0.002 0.000 -0.002
-0.002 -0.002 -0.003
-0.001 0.000 -0.003
-0.025 0.020 -0.008
0.017 -0.002 -0.007
0.038 -0.061 0.009
0.001 -0.005 -0.012
-0.010 -0.001 -0.012
-0.007 -0.006 -0.025
0.017 -0.022 0.013
-0.025 0.001 -0.021
0.079 0.052 -0.015
-0.053 0.114 -0.035
0.028 -0.042 0.243
-0.017 -0.081 -0.040
0.019 0.027 -0.026
0.025 0.001 -0.010
0.017 0.042 -0.015
0.001 -0.041 0.017
-0.005 -0.007 -0.018
0.039 0.002 0.005
-0.051 -0.012 0.005
-0.049 -0.020 0.021
0.006 -0.004 -0.003
-0.005 -0.002 -0.003
-0.002 0.002 0.006
-0.001 -0.004 -0.006
0.027 0.016 -0.007
-0.098 0.047 0.112
0.150 -0.175 -0.297
-0.016 0.235 0.286